C4H4S2 | ωB97M-V/def2-TZVPD

Properties
Relative energy (zero: lowest compared OMol25 entry of this formula, charge and spin) (kJ/mol): 156.2
LUMO (eV): -2.10
Structure (SMILES): S=C/C=C/C=S
Strongest force on any atom (Eh/bohr): 0.06839
Kohn-Sham gap (eV): 6.96
Highest occupied orbital energy (eV): -9.06

Geometry as ORCA input:
```
! wB97M-V def2-TZVPD RIJCOSX def2/J DEFGRID3
* xyz 0 1
S 2.93 -0.33 -0.15
C 1.76 0.84 -0.01
C 0.29 0.63 -0.01
C -0.35 -0.58 0.04
C -1.75 -0.84 -0.03
S -2.90 0.24 -0.14
H 2.05 1.83 0.07
H -0.26 1.55 0.04
H 0.33 -1.44 0.16
H -2.10 -1.89 0.02
*
```

Löwdin charges in e: atom 1 (S): 0.67, atom 2 (C): -0.60, atom 3 (C): -0.16, atom 4 (C): -0.19, atom 5 (C): -0.69, atom 6 (S): 0.73, atom 7 (H): 0.01, atom 8 (H): 0.08, atom 9 (H): 0.09, atom 10 (H): 0.06